Entry 1:
ORCA calculation (the ωB97M-V functional and the def2-TZVPD basis) on a structure of composition C3H4O3Tl.

XYZ file:
```
11
Properties=species:S:1:pos:R:3:forces:R:3
C -0.845121 2.168339 -0.967565 -0.140 0.557 0.846
C -1.259193 1.234867 -0.104378 0.661 -1.189 -2.631
H -1.566141 2.604252 -1.657464 0.318 -0.306 -0.120
H 0.167744 2.570527 -0.915744 -0.357 0.167 0.137
H -2.063970 0.591601 -0.531597 -0.064 0.483 1.360
O -0.440688 0.729062 0.856425 -0.619 1.191 0.677
C 0.261081 -0.436874 0.646733 0.361 -2.137 -0.679
O 0.871544 -0.863535 1.646802 0.087 1.105 0.802
O 0.202094 -1.001676 -0.461445 -0.602 1.440 -0.279
Tl 1.677939 -3.020263 0.602238 -0.370 -1.006 -0.464
H 2.994711 -4.576300 0.885995 0.724 -0.304 0.351
```
Forces are in eV/Å.

Properties
Energy above the lowest of the compared OMol25 structures with the same formula, charge and spin ... 38.7 kcal/mol
LUMO energy ... 3.3 eV
M ... 292.4 u
Charge ... -1
E_tot ... -14010.5880 eV

Entry 2:
ORCA calculation (the ωB97M-V functional and the def2-TZVPD basis) on a structure of composition C3H4O3Tm.

XYZ file:
```
11
Properties=species:S:1:pos:R:3:forces:R:3
C -2.868539 0.136742 1.209107 0.637 0.750 0.389
C -2.407263 -0.278815 -0.120904 -0.317 -0.093 0.090
O -1.251453 -0.669202 -0.307662 1.505 -0.559 -1.513
C 1.399288 0.323040 0.744859 -0.256 -0.060 3.204
O 1.139738 0.593917 1.840858 0.305 -0.005 -2.146
O 1.712911 -0.084499 -0.308438 -0.523 -0.413 -1.671
H -3.313343 -0.734121 1.714825 0.013 0.082 -0.092
H -3.088984 -0.263845 -0.989790 -0.047 0.048 0.352
H -3.661771 0.889614 1.084666 0.261 -0.197 0.274
Tm 0.342102 -1.417122 -2.136645 -0.412 0.902 1.815
H -1.993850 0.508754 1.831450 -1.166 -0.455 -0.703
```
Forces are in eV/Å.

Properties
Energy above the lowest of the compared OMol25 structures with the same formula, charge and spin ... 2.5 kcal/mol
LUMO energy (alpha / beta) ... -10.5 / -10.4 eV
M ... 257.0 u
2S+1 ... 4
Charge ... +2
E_tot ... -38827.8197 eV

Question: Which of these has the highest energy above the lowest of the compared OMol25 structures with the same formula, charge and spin?
Answer: C3H4O3Tl

Question: Which value of energy above the lowest of the compared OMol25 structures with the same formula, charge and spin does entry 2 give?
Answer: 2.5 kcal/mol